C10H14N3O | wB97M-V/def2-TZVPD

Element x y z (Å)
1 C -0.7455 0.8940 2.1420
2 N -0.9364 -0.5766 2.0136
3 N -0.5603 -1.1355 0.6893
4 C -1.7732 -0.4774 -0.4793
5 N -1.3960 0.7567 -0.9462
6 C -2.2487 1.9613 -0.9203
7 C -0.0656 0.9296 -1.4248
8 O 0.2377 1.9277 -2.0524
9 C 0.8413 -0.1040 -0.9657
10 C 2.0911 -0.2242 -1.6862
11 C 3.1309 -1.0594 -1.2896
12 C 2.9844 -1.8159 -0.1867
13 C 1.8200 -1.7684 0.5975
14 C 0.7204 -0.9571 0.1503
15 H -0.5290 1.2083 3.1411
16 H 0.0408 1.3981 1.6347
17 H -1.7135 1.5841 1.9946
18 H -0.3211 -0.9668 2.7596
19 H -1.9252 -0.7941 2.0981
20 H -1.5544 -1.2083 -1.3240
21 H -2.7031 -0.6274 -0.0620
22 H -1.7727 2.5265 -1.7114
23 H -3.2164 1.8080 -1.1616
24 H -2.0730 2.3569 0.1145
25 H 2.1744 0.4034 -2.6475
26 H 3.9868 -1.1054 -1.8653
27 H 3.7972 -2.4173 0.0286
28 H 1.7090 -2.5170 1.3592

ΔE to the lowest compared entry with this formula, charge and spin = 356.6 kJ/mol
Calculated total energy = -17104.93347 eV
Net charge = +1
Max |F| = 5.798 eV/Å
Orbital gap = 0.3346 Eh


C22H31Br2F3NO21S4 | wB97M-V/def2-TZVPD

Element x y z (Å)
1 C 2.0627 1.0690 0.3045
2 C 2.1198 -0.4432 0.3983
3 O 1.0951 -1.1338 -0.3877
4 C -0.1113 -0.8880 0.0822
5 C -0.6411 -1.4867 1.2040
6 C -1.9266 -1.1403 1.5804
7 C -2.4230 -1.8676 2.8104
8 O -1.7766 -1.8794 3.8192
9 O -3.5843 -2.5469 2.7235
10 C -2.6851 -0.2047 0.8475
11 C -4.0788 0.1787 1.3262
12 C -3.9863 1.2053 2.4583
13 O -4.8982 1.4467 3.1921
14 O -2.7819 1.8357 2.5406
15 C -2.1173 0.3577 -0.2834
16 C -2.7251 1.3544 -1.2290
17 C -3.3255 2.6141 -0.5663
18 C -2.7469 3.8993 -1.1640
19 F -2.5755 3.8048 -2.5051
20 Br -4.0228 5.3423 -0.8548
21 C -1.4190 4.2746 -0.4565
22 F -0.6796 3.1429 -0.3020
23 F -1.6622 4.7446 0.7681
24 Br -0.3915 5.5629 -1.4487
25 N -0.8528 -0.0103 -0.6041
26 H 1.1875 1.4685 0.8251
27 H 2.9290 1.4331 0.8595
28 H 2.1489 1.4609 -0.7025
29 H 2.0422 -0.6816 1.4564
30 H 3.0713 -0.8239 0.0382
31 H -0.0475 -2.1927 1.7696
32 H -3.8861 -2.5692 1.8037
33 H -4.6343 0.5992 0.4949
34 H -4.6011 -0.6852 1.7207
35 H -2.5530 1.9868 3.4684
36 H -1.9500 1.6734 -1.9251
37 H -3.4860 0.8560 -1.8259
38 H -3.1708 2.6709 0.5075
39 H -4.3979 2.6496 -0.7511
40 H -0.4060 0.3922 -1.4253
41 C -6.1173 -3.8193 -1.2911
42 C -6.1958 -3.2627 -2.6984
43 O -6.7230 -1.9343 -2.5212
44 S -6.2179 -1.3307 -1.1464
45 O -5.0819 -0.5093 -1.3993
46 O -7.3239 -0.8475 -0.4121
47 O -5.6958 -2.6935 -0.4893
48 H -7.0918 -4.1491 -0.9308
49 H -5.4010 -4.6302 -1.1979
50 H -6.8502 -3.8370 -3.3463
51 H -5.2082 -3.1816 -3.1557
52 C 2.2180 -4.8597 4.9399
53 C 2.4818 -3.4420 5.4022
54 O 3.5025 -2.9687 4.5062
55 S 3.3101 -3.6263 3.0693
56 O 2.5980 -2.7204 2.2302
57 O 4.5402 -4.1844 2.6513
58 O 2.3011 -4.7825 3.5055
59 H 2.9849 -5.5505 5.2925
60 H 1.2377 -5.2222 5.2350
61 H 2.8348 -3.3878 6.4274
62 H 1.5990 -2.8103 5.2853
63 C 5.4862 5.1966 0.1254
64 C 6.6299 5.0410 -0.8557
65 O 6.5476 3.6713 -1.2738
66 S 5.0216 3.1985 -1.3000
67 O 4.5226 3.2947 -2.6236
68 O 4.9212 2.0358 -0.5038
69 O 4.4235 4.4183 -0.4419
70 H 5.7361 4.7808 1.1032
71 H 5.1683 6.2293 0.2392
72 H 7.6007 5.2333 -0.4087
73 H 6.4977 5.6791 -1.7314
74 C 3.2654 -2.2241 -3.9919
75 C 4.1297 -1.3492 -4.8762
76 O 3.7805 -0.0113 -4.4895
77 S 3.4356 0.0284 -2.9326
78 O 4.5715 0.4476 -2.2000
79 O 2.1661 0.6570 -2.7889
80 O 3.2549 -1.5489 -2.7253
81 H 2.2402 -2.2778 -4.3634
82 H 3.6621 -3.2281 -3.8719
83 H 3.9323 -1.4925 -5.9343
84 H 5.1924 -1.4997 -4.6788

Calculated total energy = -259373.82634 eV
Net charge = +1
Max |F| = 1.433 eV/Å
Orbital gap = 0.3315 Eh


CH4N3S2 | wB97M-V/def2-TZVPD

Element x y z (Å)
1 N 0.3708 0.3517 1.1092
2 C -0.7306 -0.0516 0.4451
3 N -0.5459 -0.4862 -0.8901
4 N -1.8252 -0.1662 1.1606
5 S -2.3622 0.0599 2.7570
6 S -3.5602 -0.3654 1.0028
7 H 0.4361 0.6764 1.9794
8 H 1.1216 -0.0598 0.5538
9 H -1.4770 -0.5425 -1.3802
10 H 0.1835 0.0137 -1.4176

ΔE to the lowest compared entry with this formula, charge and spin = 59.5 kJ/mol
Calculated total energy = -27233.78002 eV
Net charge = +1
Max |F| = 7.167 eV/Å
Orbital gap = 0.2966 Eh


C27H34Br8F3NO2 | wB97M-V/def2-TZVPD

Element x y z (Å)
1 C 27.5398 -15.1047 7.6554
2 N 27.6303 -16.6078 7.8609
3 O 27.5004 -17.3108 6.8290
4 O 27.6560 -17.0226 8.9902
5 H 27.1292 -14.8293 6.6840
6 H 28.5634 -14.7310 7.6810
7 H 26.9731 -14.6608 8.4739
8 F 25.1363 -18.7236 8.1627
9 C 24.6721 -19.7134 7.3529
10 C 23.4301 -20.3143 7.6514
11 C 23.0208 -21.4235 6.8906
12 C 23.8289 -21.8995 5.8699
13 C 24.9562 -21.2514 5.4963
14 C 25.3369 -20.0971 6.2516
15 H 22.8415 -19.9684 8.4882
16 H 22.0914 -21.9155 7.1364
17 H 23.7008 -22.7613 5.2316
18 H 25.5358 -21.5513 4.6358
19 H 26.1613 -19.4435 6.0075
20 F 22.3820 -13.5988 2.8490
21 C 22.5798 -13.7867 4.2143
22 C 23.7837 -13.4392 4.8814
23 C 23.9291 -13.4577 6.2507
24 C 22.7869 -13.7312 7.0548
25 C 21.5625 -14.0708 6.4380
26 C 21.4919 -14.0891 5.0324
27 H 24.6460 -13.2012 4.2763
28 H 24.8481 -13.1570 6.7317
29 H 22.8974 -13.6759 8.1277
30 H 20.7113 -14.2733 7.0712
31 H 20.5767 -14.4444 4.5822
32 F 32.5216 -21.4549 6.5973
33 C 31.1846 -21.6071 6.4039
34 C 30.3816 -20.4849 6.5295
35 C 29.0063 -20.6327 6.2726
36 C 28.4576 -21.8392 5.9367
37 C 29.2650 -22.9191 5.8745
38 C 30.6526 -22.8326 6.0514
39 H 30.8309 -19.5359 6.7825
40 H 28.4245 -19.7550 6.5127
41 H 27.4002 -22.0520 5.9907
42 H 28.8670 -23.8992 5.6569
43 H 31.2064 -23.7546 6.1500
44 Br 26.6320 -23.0057 10.9752
45 C 27.1817 -21.6928 9.6848
46 C 27.6463 -20.4108 10.4166
47 Br 29.3540 -20.8368 11.4067
48 H 26.2677 -21.5358 9.1120
49 H 27.9676 -22.2296 9.1535
50 H 26.8276 -20.1953 11.1032
51 H 27.9896 -19.5852 9.7932
52 Br 31.5882 -16.0187 11.8693
53 C 31.7937 -17.5731 10.7567
54 C 30.8724 -17.6400 9.5262
55 Br 31.1462 -16.2328 8.1086
56 H 31.7083 -18.5504 11.2319
57 H 32.8368 -17.6532 10.4507
58 H 29.8157 -17.5707 9.7844
59 H 30.7913 -18.5996 9.0156
60 Br 30.7464 -9.8425 3.2657
61 C 29.7916 -11.4374 4.0208
62 C 28.3542 -11.3908 3.5104
63 Br 27.4800 -12.5658 4.8952
64 H 29.8224 -11.3199 5.1040
65 H 30.3472 -12.3707 3.9297
66 H 28.1490 -11.8923 2.5647
67 H 28.0093 -10.3878 3.7619
68 Br 24.3825 -15.0183 9.7939
69 C 24.3469 -15.8498 11.5978
70 C 24.6876 -14.7322 12.6064
71 Br 24.4398 -15.2348 14.5724
72 H 25.0144 -16.7108 11.5629
73 H 23.3721 -16.3140 11.7478
74 H 24.0904 -13.8279 12.4892
75 H 25.6967 -14.3282 12.5250

ΔE to the lowest compared entry with this formula, charge and spin = 218.8 kJ/mol
Calculated total energy = -602623.48570 eV
Max |F| = 3.198 eV/Å
Orbital gap = 0.3405 Eh


C12H30N4O6Zr | wB97M-V/def2-TZVPD

Element x y z (Å)
1 Zr 3.6433 -3.5393 1.1529
2 O 0.5732 -5.6209 2.5139
3 H 0.7580 -6.4606 2.9779
4 O 1.4867 -0.2102 0.0473
5 H 1.2755 0.7411 -0.0233
6 C 1.2971 -0.3018 -7.8173
7 O 1.6567 -1.0998 -8.6670
8 N 2.1311 0.6177 -7.2773
9 C 1.5756 1.4926 -6.2370
10 C 3.4124 0.9759 -7.8716
11 H 0.2725 -0.2541 -7.4171
12 H 0.7151 1.1805 -5.6451
13 H 1.4168 2.5266 -6.5430
14 H 2.4623 1.4979 -5.6031
15 H 4.2339 1.1176 -7.1693
16 H 3.7084 0.2929 -8.6678
17 H 3.4950 1.9889 -8.2653
18 C 1.2347 -7.1660 -4.0865
19 O 1.9797 -6.6294 -3.2662
20 N 1.0184 -8.4259 -4.2041
21 C 0.0545 -8.7539 -5.2018
22 C 1.9552 -9.3681 -3.6608
23 H 0.4946 -6.5476 -4.6175
24 H -0.2628 -9.7869 -5.0588
25 H 0.5783 -8.8639 -6.1513
26 H -0.8385 -8.1456 -5.0577
27 H 1.8760 -10.2669 -4.2723
28 H 3.0015 -9.0696 -3.7271
29 H 1.7899 -9.6456 -2.6198
30 C -4.7510 1.9937 3.7868
31 O -4.3501 0.8155 3.6860
32 N -5.5070 2.6144 4.7518
33 C -6.1503 4.0148 4.7280
34 C -5.9943 1.9232 5.9440
35 H -4.4660 2.7962 3.0890
36 H -5.7159 4.4819 3.8441
37 H -5.7272 4.5586 5.5727
38 H -7.2349 4.1193 4.7021
39 H -7.0803 1.9830 6.0162
40 H -5.6990 0.8751 5.9940
41 H -5.5143 2.3824 6.8082
42 C 0.9065 7.3740 5.7276
43 O 1.1464 8.5679 5.8622
44 N 1.6865 6.3721 5.9648
45 C 1.3026 5.0082 5.7802
46 C 2.8449 6.6580 6.8516
47 H 0.1222 6.9553 5.0782
48 H 0.4349 4.9266 5.1256
49 H 1.2227 4.5343 6.7585
50 H 2.1909 4.5770 5.3185
51 H 2.7596 6.0538 7.7548
52 H 3.6786 6.4217 6.1903
53 H 2.8999 7.7175 7.1016

Calculated total energy = -32419.91838 eV
Net charge = +2
Max |F| = 4.573 eV/Å
Orbital gap = 0.0465 Eh


C10H8N4S | wB97M-V/def2-TZVPD

Element x y z (Å)
1 C -1.8851 1.7420 2.1932
2 C -2.9001 2.3446 1.3842
3 C -2.6343 2.4513 -0.0123
4 N -3.3968 3.0253 -1.0423
5 S -2.5274 3.1016 -2.5769
6 N -1.2632 2.2501 -1.8316
7 C -1.4314 2.0654 -0.5556
8 C -0.5479 1.2804 0.2510
9 N 0.5661 0.7874 -0.1102
10 C 1.0402 0.1817 1.0213
11 C 1.6704 -1.1982 0.9980
12 C 1.8140 -1.9461 -0.2297
13 C 0.6525 -2.3221 0.5837
14 N 0.2467 0.3157 2.0949
15 C -0.7715 1.1089 1.5444
16 H -1.8413 1.8271 3.2548
17 H -3.7321 2.8271 1.9315
18 H -3.9526 3.8257 -0.6218
19 H 2.4945 -1.2909 1.6954
20 H 2.7228 -2.6300 -0.3563
21 H 1.7229 -1.3808 -1.0965
22 H 0.8819 -3.3305 1.1492
23 H -0.3074 -2.0716 0.1975

ΔE to the lowest compared entry with this formula, charge and spin = 209.7 kJ/mol
Calculated total energy = -27290.72871 eV
Max |F| = 6.624 eV/Å
Orbital gap = 0.2188 Eh


C3H10I2Sb | wB97M-V/def2-TZVPD

Element x y z (Å)
1 C -0.0237 1.4626 1.3448
2 C -0.9945 1.1779 0.1994
3 C -1.0618 -0.3105 -0.1134
4 I -2.5941 -0.6683 -1.5790
5 Sb 0.8664 -1.2276 -0.7551
6 I 3.4720 -2.4105 -1.4726
7 H 1.0124 1.4586 1.0081
8 H -0.2292 2.4354 1.7979
9 H -0.1005 0.7077 2.1301
10 H -1.9906 1.5561 0.4471
11 H -0.6665 1.7144 -0.6950
12 H -1.4266 -0.8752 0.7449
13 H 0.4086 -1.4341 -2.4147
14 H 0.2738 -2.8368 -0.3729
15 H 1.5012 -1.0958 0.8682
16 H 1.5530 0.3460 -1.1379

ΔE to the lowest compared entry with this formula, charge and spin = 0.0 kJ/mol
Calculated total energy = -26010.84391 eV
Net charge = -1
Max |F| = 0.515 eV/Å
Orbital gap = 0.2657 Eh


C23H66O10 | wB97M-V/def2-TZVPD

Element x y z (Å)
1 C -2.4070 -1.6616 5.7590
2 C -2.1354 -1.7378 4.2191
3 O -0.7700 -1.4672 3.9712
4 H -1.9862 -2.5536 6.2232
5 H -3.4905 -1.6583 5.8775
6 H -2.0767 -0.7124 6.1808
7 H -2.8155 -1.1032 3.6510
8 H -2.3625 -2.7648 3.9333
9 H -0.2157 -2.2273 3.7796
10 C -4.1867 1.9637 3.4950
11 C -4.8115 2.5679 4.7724
12 O -4.6222 3.9016 4.5794
13 H -4.7193 1.1066 3.0830
14 H -3.1351 1.7215 3.6485
15 H -4.1815 2.7283 2.7181
16 H -4.2854 2.1692 5.6398
17 H -5.8757 2.3605 4.8842
18 H -5.4425 4.1930 4.1745
19 C 0.6661 2.0058 -4.0745
20 C 1.3021 3.3827 -4.3629
21 O 1.4495 3.5361 -5.8163
22 H 0.3713 1.8910 -3.0314
23 H 1.2450 1.1669 -4.4606
24 H -0.2437 1.8586 -4.6564
25 H 2.3005 3.5433 -3.9563
26 H 0.6406 4.1335 -3.9307
27 H 2.0671 2.8869 -6.1609
28 C -0.2661 -0.1906 -0.0290
29 C -1.6148 0.3221 -0.3791
30 O -2.4382 -0.2377 0.5749
31 H -0.1448 -1.2470 -0.2684
32 H -0.1315 -0.0848 1.0474
33 H 0.5404 0.3024 -0.5719
34 H -2.0150 0.0641 -1.3596
35 H -1.6484 1.4095 -0.3122
36 H -2.2058 0.0077 1.4734
37 O 1.8153 -2.5517 0.0509
38 H 2.6184 -2.0364 0.1267
39 H 2.0876 -3.3572 -0.3888
40 C -3.9421 -3.4282 0.6775
41 C -3.1778 -3.6873 -0.5922
42 C -3.5589 -4.9657 -1.2601
43 O -3.3365 -2.5676 -1.4863
44 H -3.9513 -4.3320 1.2867
45 H -4.9788 -3.1786 0.4515
46 H -3.5434 -2.6590 1.3389
47 H -2.1205 -3.6898 -0.3270
48 H -3.4711 -5.6517 -0.4176
49 H -2.8071 -5.0939 -2.0387
50 H -4.5470 -5.1571 -1.6787
51 H -3.0285 -1.8246 -0.9623
52 C 5.1463 -2.2740 3.4377
53 C 4.1340 -1.9917 2.2546
54 C 3.2464 -0.8125 2.4646
55 O 4.9731 -1.6597 1.1836
56 H 5.6173 -3.2445 3.2813
57 H 4.8179 -2.2928 4.4769
58 H 5.9365 -1.5233 3.4511
59 H 3.6543 -2.9343 1.9910
60 H 2.1924 -1.0322 2.6348
61 H 3.1708 -0.1385 1.6112
62 H 3.6972 -0.2229 3.2628
63 H 5.4272 -2.4634 0.9201
64 C 4.6247 2.4750 -1.9928
65 C 4.4212 1.2806 -1.1787
66 C 3.2824 0.4256 -1.7608
67 O 5.6250 0.6077 -1.1660
68 H 5.2327 3.2005 -1.4523
69 H 3.6545 2.9624 -2.0896
70 H 5.0624 2.4075 -2.9888
71 H 4.3565 1.4751 -0.1081
72 H 2.4247 1.0979 -1.7387
73 H 2.9978 -0.4352 -1.1557
74 H 3.4922 0.2018 -2.8068
75 H 5.4506 -0.1669 -0.6264
76 C -1.1468 -1.3693 -5.7802
77 C -1.4687 -2.0735 -4.4186
78 C -0.4126 -1.8506 -3.3241
79 O -2.6782 -1.4372 -4.0475
80 H -0.6940 -0.3789 -5.8269
81 H -2.0854 -1.2365 -6.3182
82 H -0.4830 -2.0611 -6.2986
83 H -1.7004 -3.1191 -4.6213
84 H -0.2020 -0.7929 -3.1663
85 H 0.4848 -2.3783 -3.6470
86 H -0.7005 -2.2859 -2.3671
87 H -2.7367 -1.6871 -3.1225
88 C 1.4029 3.2418 1.0489
89 C 0.9391 4.5068 0.3234
90 C -0.4297 4.0718 -0.3072
91 O 0.9280 5.5722 1.2793
92 H 0.7869 2.8626 1.8643
93 H 2.3798 3.4399 1.4899
94 H 1.5296 2.4214 0.3424
95 H 1.6898 4.7744 -0.4203
96 H -1.2587 4.1193 0.3988
97 H -0.4593 3.1408 -0.8732
98 H -0.8837 4.7514 -1.0284
99 H 0.1479 5.4299 1.8204

Calculated total energy = -45382.72760 eV
Net charge = +1
Max |F| = 3.051 eV/Å
2S+1 = 2
Orbital gap (spin up / spin down) = 0.3165 / 0.0760 Eh


C14H12IN6O3STa | wB97M-V/def2-TZVPD

Element x y z (Å)
1 Ta -0.0900 0.7680 -0.1234
2 O 0.0826 -0.7252 1.2325
3 N 1.1051 -0.8010 2.1178
4 C 0.9235 -1.5425 3.2285
5 C 1.9462 -1.6402 4.1343
6 C 3.1463 -0.9763 3.8773
7 C 3.2958 -0.2286 2.7266
8 C 2.2415 -0.1361 1.8253
9 S 2.2832 0.7849 0.3498
10 H -0.0399 -2.0207 3.3162
11 H 1.8025 -2.2287 5.0283
12 H 3.9622 -1.0437 4.5840
13 H 4.2131 0.2999 2.5106
14 N -2.3671 0.5590 0.3733
15 C -2.8722 1.7492 1.1036
16 C -1.7068 2.4055 1.8228
17 O -1.7178 3.0926 2.7755
18 O -0.5308 2.0755 1.1554
19 H -2.9908 0.3427 -0.4008
20 H -2.4131 -0.2574 0.9843
21 H -3.6656 1.5012 1.8052
22 H -3.2653 2.4685 0.3838
23 I 0.8025 -4.7817 -2.2504
24 C -0.2229 -2.9970 -2.4227
25 C -1.1045 -2.7528 -3.4691
26 C -1.7616 -1.5312 -3.5384
27 C -1.5228 -0.5863 -2.5678
28 N -0.6815 -0.8187 -1.5389
29 C -0.0436 -2.0049 -1.4720
30 H -1.2753 -3.5062 -4.2271
31 H -2.4451 -1.3127 -4.3465
32 H -1.9823 0.3930 -2.6154
33 H 0.6184 -2.1545 -0.6317
34 N 0.2551 1.9124 -1.6311
35 C 0.7355 2.6945 -2.4522
36 N 1.1636 3.3931 -3.2970
37 C 1.7859 4.3789 -3.9016
38 N 2.3360 5.2274 -4.4488

ΔE to the lowest compared entry with this formula, charge and spin = 0.0 kJ/mol
Calculated total energy = -50269.70669 eV
Net charge = +2
Max |F| = 0.527 eV/Å
Orbital gap = 0.2645 Eh